(1)
# C20H24IrN5O9

C20H24IrN5O9 as an isolated structure in a non-equilibrium geometry (the ωB97M-V functional and the def2-TZVPD basis, the OMol25 dataset).

Results
Total energy, a.u.: -1831.49088
Largest force on an atom, eV Å⁻¹: 3.8
E_HOMO (spin up / spin down), eV: -12.53 / -12.52
Energy above the lowest of the compared OMol25 structures with the same formula, charge and spin, eV: 5.145
HOMO-LUMO gap (spin up / spin down), eV: 7.1 / 5.6
Charge: +1
LUMO energy (spin up / spin down), eV: -5.4 / -6.9
2S+1: 2

Each line ends with the Löwdin spin population.
Element x y z (Å)
Ir: 0.0757 -0.5272 -1.3103  -0.001
O: 1.9833 -4.3711 -1.9495  0.296
C: 1.4937 -3.4606 -1.3554  0.096
O: 1.5379 -2.2308 -1.4584  0.086
C: 0.6022 -3.9585 -0.0243  0.146
C: 0.7967 -2.9339 1.0975  0.024
C: 0.3018 -3.5718 2.4108  0.016
C: -1.2227 -3.5579 2.1889  0.007
C: -1.3137 -2.8757 0.8066  0.018
O: -0.2160 -1.9652 0.8333  -0.004
C: -0.8795 -3.9045 -0.2451  0.076
C: -1.2683 -3.3773 -1.7663  0.058
O: -1.4177 -4.2580 -2.5607  0.124
O: -1.3965 -2.1416 -1.8510  0.043
H: 0.9954 -4.9546 0.1583  0.004
H: 1.7777 -2.4663 1.1418  0.000
H: 0.5901 -2.9301 3.2439  0.005
H: 0.7137 -4.5646 2.5735  0.000
H: -1.7312 -2.9476 2.9358  0.003
H: -1.6732 -4.5484 2.1855  0.000
H: -2.2448 -2.3522 0.5996  -0.001
H: -1.3724 -4.8736 -0.1833  0.005
O: 0.0880 4.5094 -4.7581  0.000
C: -1.1228 4.0355 -4.6758  0.000
O: -2.0936 4.5885 -5.1291  0.000
C: -1.3311 2.7300 -3.9605  0.000
C: -2.5653 2.0935 -3.8784  0.001
N: -2.3962 0.9842 -3.1531  -0.001
N: -1.1354 0.8528 -2.7560  -0.003
C: -0.4591 1.8942 -3.2320  0.000
C: 1.0143 1.9936 -2.8983  0.000
O: 1.6555 2.9214 -3.3706  0.000
O: 1.4414 1.1006 -2.1179  -0.001
H: 0.8071 3.9662 -4.3148  0.000
H: -3.5115 2.3859 -4.2864  0.000
H: -3.0706 0.2626 -2.9382  0.000
C: 2.8619 1.4161 2.9652  0.000
C: 3.2086 1.0760 1.5243  0.000
N: 1.9849 0.7436 0.8288  0.000
C: 0.7786 1.2475 1.1271  0.000
N: -0.2358 0.8923 0.3417  0.000
C: -1.5672 1.3861 0.6045  0.000
C: -1.7740 1.6533 2.0921  0.000
C: -0.6660 2.5858 2.5609  0.000
N: 0.6276 2.0314 2.2082  0.000
C: 1.7872 2.4954 2.9500  0.000
H: 3.7428 1.7644 3.4998  0.000
H: 2.4724 0.5325 3.4728  0.000
H: 3.8813 0.2184 1.4664  0.000
H: 3.7027 1.9239 1.0368  0.000
H: 2.0711 0.2750 -0.0680  0.000
H: -2.2817 0.6423 0.2410  0.000
H: -1.7182 2.3123 0.0319  0.000
H: -1.7280 0.7098 2.6392  0.000
H: -2.7488 2.1067 2.2610  0.000
H: -0.7083 2.7095 3.6463  0.000
H: -0.7807 3.5772 2.1042  0.000
H: 1.4635 2.7363 3.9636  0.000
H: 2.1733 3.4172 2.4999  0.000

Cartesian forces (eV/Å) of the 2 atoms listed first:
-1.79 2.85 -1.79
0.00 -0.35 -0.16

(2)
# C20H24IrN5O9

C20H24IrN5O9 as an isolated structure (the ωB97M-V functional and the def2-TZVPD basis, the OMol25 dataset).

Results
Total energy, a.u.: -1831.67994
Largest force on an atom, eV Å⁻¹: 0.4
E_HOMO (spin up / spin down), eV: -12.66 / -12.65
Energy above the lowest of the compared OMol25 structures with the same formula, charge and spin, eV: 0.000
HOMO-LUMO gap (spin up / spin down), eV: 9.7 / 6.3
Charge: +1
LUMO energy (spin up / spin down), eV: -2.9 / -6.3
2S+1: 2

Each line ends with the Löwdin spin population.
Element x y z (Å)
Ir: 0.2261 -0.4811 0.0669  0.523
O: 0.1873 2.6307 2.5762  -0.002
C: 0.5384 1.5606 2.1706  0.005
O: 0.6894 1.2690 0.8818  0.060
C: 0.8951 0.3976 3.1109  0.003
C: 1.9900 -0.5003 2.5215  0.000
C: 2.5330 -1.4771 3.5504  0.000
C: 1.3433 -2.4572 3.7338  0.000
C: 0.3176 -1.9037 2.7538  0.000
O: 1.1879 -1.4149 1.6681  0.008
C: -0.3011 -0.6048 3.2741  0.001
C: -1.5371 -0.2075 2.4646  0.000
O: -2.5202 0.2442 2.9801  0.002
O: -1.4717 -0.4643 1.1569  0.001
H: 1.1936 0.8269 4.0637  0.000
H: 2.7187 0.0065 1.8969  0.000
H: 3.4113 -1.9877 3.1613  0.000
H: 2.8151 -0.9650 4.4676  0.000
H: 1.6230 -3.4764 3.4743  0.000
H: 0.9439 -2.4629 4.7457  0.000
H: -0.3869 -2.6201 2.3401  0.000
H: -0.6162 -0.6937 4.3103  0.000
O: 1.2077 2.0092 -5.0707  0.000
C: 0.0771 2.4414 -4.5352  0.000
O: -0.6178 3.2730 -5.0456  0.001
C: -0.3464 1.8243 -3.2379  0.006
C: -1.5161 2.1595 -2.5740  0.022
N: -1.5865 1.4205 -1.4571  -0.001
N: -0.5207 0.6169 -1.3811  -0.006
C: 0.2574 0.8634 -2.4258  0.012
C: 1.5984 0.2027 -2.3511  0.001
O: 2.3673 0.2446 -3.2880  0.012
O: 1.8274 -0.3684 -1.2029  -0.001
H: 1.6773 1.3361 -4.5252  0.000
H: -2.2661 2.8880 -2.8343  0.001
H: -2.2551 1.4481 -0.6985  0.000
C: -3.6334 -4.0009 0.6021  0.001
C: -3.7572 -2.7018 -0.1654  0.004
N: -2.4209 -2.2187 -0.5203  0.035
C: -1.3165 -2.9585 -0.5008  0.025
N: -0.1145 -2.3097 -0.6267  0.213
C: 1.0820 -3.1265 -0.9213  0.022
C: 0.7239 -4.4772 -1.4990  0.001
C: -0.2438 -5.1581 -0.5635  0.001
N: -1.4034 -4.2825 -0.3718  0.027
C: -2.6995 -4.9319 -0.1402  0.003
H: -4.6108 -4.4666 0.7143  0.000
H: -3.2407 -3.8047 1.6022  0.000
H: -4.2336 -1.9322 0.4399  0.001
H: -4.3455 -2.8368 -1.0744  0.002
H: -2.2714 -1.2245 -0.4577  0.000
H: 1.6492 -3.2475 0.0076  0.010
H: 1.7114 -2.5573 -1.5974  0.004
H: 1.6284 -5.0696 -1.6265  0.000
H: 0.2606 -4.3615 -2.4817  0.000
H: 0.2203 -5.3765 0.4025  0.001
H: -0.6160 -6.0947 -0.9767  0.000
H: -2.5025 -5.8312 0.4418  0.000
H: -3.1259 -5.2404 -1.0992  0.002

Cartesian forces (eV/Å) of the 2 atoms listed first:
0.21 -0.16 0.19
0.08 -0.02 -0.03

(3)
# C20H24N2O

One molecule with the formula C20H24N2O (the ωB97M-V functional and the def2-TZVPD basis, the OMol25 dataset).

Results
Total energy, a.u.: -961.29872
Largest force on an atom, eV Å⁻¹: 0.5
E_HOMO, eV: -8.17
Energy above the lowest of the compared OMol25 structures with the same formula, charge and spin, eV: 0.099
HOMO-LUMO gap, eV: 8.8
LUMO energy, eV: 0.6
SMILES: NC(=O)c1ccc(CN2CCC(Cc3ccccc3)CC2)cc1

Each line ends with the Löwdin charge.
Element x y z (Å)
N: -4.7379 0.3192 -1.1591  0.166
C: -3.9201 1.3571 -1.4712  -0.513
O: -4.0525 1.9880 -2.4991  0.062
C: -2.8574 1.6596 -0.4704  -0.145
C: -1.6933 2.2745 -0.9235  -0.003
C: -0.6737 2.5821 -0.0447  -0.039
C: -0.7914 2.2904 1.3105  -0.206
C: -1.9732 1.7147 1.7648  -0.047
C: -2.9949 1.3966 0.8891  -0.027
H: -3.9104 0.9737 1.2783  0.109
H: -2.0973 1.5180 2.8208  0.117
C: 0.3440 2.5798 2.2661  -0.143
N: 1.3304 1.5343 2.4592  -0.168
C: 0.9053 0.3370 3.1478  -0.177
C: 0.3148 -0.7495 2.2385  -0.141
C: 1.3007 -1.0986 1.1239  -0.320
C: 1.6672 0.1804 0.3731  -0.134
C: 2.2082 1.2318 1.3505  -0.171
H: 2.4347 2.1595 0.8210  0.117
H: 3.1446 0.8539 1.7812  0.124
H: 0.7807 0.5643 -0.1344  0.101
H: 2.4272 -0.0313 -0.3813  0.118
C: 0.7019 -2.1515 0.1771  -0.126
C: 1.6979 -2.5955 -0.8541  -0.243
C: 2.7045 -3.4917 -0.5145  -0.045
C: 3.6487 -3.8815 -1.4466  -0.087
C: 3.6002 -3.3787 -2.7359  -0.099
C: 2.6014 -2.4869 -3.0856  -0.086
C: 1.6582 -2.0985 -2.1503  -0.052
H: 0.8798 -1.4025 -2.4301  0.112
H: 2.5559 -2.0922 -4.0903  0.101
H: 4.3366 -3.6830 -3.4651  0.099
H: 4.4240 -4.5806 -1.1679  0.100
H: 2.7443 -3.8899 0.4898  0.113
H: 0.3811 -3.0119 0.7702  0.121
H: -0.1783 -1.7275 -0.3121  0.121
H: 2.2109 -1.5122 1.5745  0.145
H: 0.0923 -1.6346 2.8387  0.118
H: -0.6177 -0.3969 1.7942  0.099
H: 0.1861 0.6146 3.9214  0.116
H: 1.7926 -0.0748 3.6460  0.122
H: -0.0698 2.8075 3.2541  0.123
H: 0.8875 3.4635 1.9168  0.124
H: 0.2233 3.0609 -0.4112  0.118
H: -1.6098 2.5048 -1.9751  0.121
H: -4.5721 -0.2798 -0.3715  0.091
H: -5.4486 0.0587 -1.8222  0.112

Cartesian forces (eV/Å) of the 2 atoms listed first:
-0.26 -0.24 0.09
-0.16 -0.12 0.00

(4)
# C20H24N2O3

One molecule with the formula C20H24N2O3 (the ωB97M-V functional and the def2-TZVPD basis, the OMol25 dataset).

Results
Total energy, a.u.: -1111.73755
Largest force on an atom, eV Å⁻¹: 0.6
E_HOMO, eV: -8.47
Energy above the lowest of the compared OMol25 structures with the same formula, charge and spin, eV: 2.458
HOMO-LUMO gap, eV: 9.2
LUMO energy, eV: 0.7
SMILES: CN1CCN(C(=O)c2ccc(OCCOc3ccccc3)cc2)CC1

Each line ends with the Löwdin charge.
Element x y z (Å)
C: 1.7797 -2.2458 -4.6939  -0.103
N: 0.6978 -2.3603 -3.7416  -0.231
C: 0.6812 -1.2531 -2.8042  -0.184
C: -0.5555 -1.3592 -1.9091  -0.132
N: -0.5427 -2.6232 -1.2182  -0.044
C: -0.5278 -2.8338 0.1183  -0.418
O: -0.5722 -3.9570 0.5921  0.065
C: -0.4658 -1.6344 1.0083  -0.147
C: -1.4222 -1.4957 2.0100  -0.004
C: -1.3518 -0.4532 2.9080  0.014
C: -0.3084 0.4704 2.8428  -0.256
C: 0.6672 0.3161 1.8634  -0.005
C: 0.5839 -0.7267 0.9589  -0.023
H: 1.3671 -0.8411 0.2237  0.116
H: 1.5086 0.9883 1.7931  0.111
O: -0.2970 1.4236 3.8250  -0.033
C: 0.2908 2.6762 3.5687  -0.156
C: -0.6775 3.5873 2.7914  -0.150
O: -1.1070 3.0304 1.5728  -0.037
C: -0.2803 3.0040 0.4901  -0.279
C: 0.9833 3.5787 0.4167  -0.032
C: 1.7148 3.4844 -0.7566  -0.082
C: 1.2023 2.8319 -1.8616  -0.097
C: -0.0629 2.2691 -1.7928  -0.094
C: -0.7959 2.3466 -0.6280  -0.010
H: -1.7805 1.9125 -0.5520  0.124
H: -0.4836 1.7711 -2.6536  0.100
H: 1.7799 2.7667 -2.7709  0.099
H: 2.6971 3.9318 -0.8000  0.105
H: 1.4084 4.1061 1.2572  0.106
H: -1.5960 3.6958 3.3744  0.136
H: -0.2256 4.5769 2.6499  0.127
H: 1.2434 2.5769 3.0404  0.107
H: 0.4780 3.1222 4.5493  0.135
H: -2.0912 -0.3362 3.6845  0.120
H: -2.2232 -2.2163 2.0739  0.123
C: -0.4951 -3.7444 -2.1308  -0.118
C: 0.7379 -3.6227 -3.0232  -0.178
H: 0.7427 -4.4367 -3.7510  0.122
H: 1.6475 -3.7055 -2.4005  0.132
H: -0.4605 -4.6601 -1.5391  0.122
H: -1.3962 -3.7410 -2.7536  0.132
H: -0.5903 -0.5331 -1.2000  0.095
H: -1.4478 -1.3232 -2.5470  0.134
H: 0.6456 -0.3196 -3.3694  0.110
H: 1.5905 -1.2396 -2.1743  0.125
H: 1.7178 -3.0703 -5.4023  0.083
H: 1.6757 -1.3090 -5.2397  0.083
H: 2.7725 -2.2663 -4.2171  0.088

Cartesian forces (eV/Å) of the 2 atoms listed first:
-0.04 0.01 0.04
0.05 0.00 0.04

What is the formula in the first record?
C20H24IrN5O9